No. 1
This record from the Open Molecules 2025 dataset describes C58H54ClIrN2P2Sb as an isolated structure at a distorted geometry. The level of theory is wB97M-V/def2-TZVPD.

Structure (XYZ):
```
119
Properties=species:S:1:pos:R:3:lowdin_charge:R:1
Ir 0.07 -0.26 0.20 0.30
N -1.30 0.02 1.86 -0.08
C -2.29 -1.02 2.12 -0.29
C -3.05 -1.00 3.28 -0.02
C -4.05 -1.94 3.44 -0.06
C -4.30 -2.88 2.44 -0.06
C -3.53 -2.88 1.29 -0.06
C -2.49 -1.96 1.13 -0.29
P -1.40 -1.87 -0.33 0.90
C -1.11 -3.61 -0.74 -0.36
C -0.98 -4.56 0.28 -0.09
C -0.77 -5.90 -0.03 -0.07
C -0.69 -6.30 -1.35 -0.08
C -0.78 -5.36 -2.37 -0.07
C -0.97 -4.02 -2.06 -0.11
C -2.66 -1.33 -1.56 -0.34
C -2.87 0.04 -1.70 -0.13
C -3.88 0.53 -2.51 -0.08
C -4.70 -0.36 -3.19 -0.07
C -4.51 -1.72 -3.05 -0.06
C -3.50 -2.21 -2.23 -0.09
H -1.80 0.90 1.75 0.03
H -0.71 0.15 2.69 0.08
H -2.87 -0.25 4.04 0.12
H -4.65 -1.94 4.34 0.11
H -5.09 -3.60 2.56 0.11
H -3.71 -3.62 0.52 0.12
H -1.07 -4.26 1.32 0.11
H -0.69 -6.62 0.77 0.11
H -0.55 -7.35 -1.59 0.11
H -0.70 -5.66 -3.40 0.11
H -1.04 -3.29 -2.86 0.09
H -2.20 0.73 -1.20 0.05
H -4.02 1.60 -2.62 0.11
H -5.49 0.02 -3.83 0.11
H -5.15 -2.42 -3.58 0.11
H -3.38 -3.28 -2.13 0.10
Cl 2.03 0.02 2.36 0.71
C 3.39 -0.66 1.51 -0.62
C 4.53 -0.83 2.29 -0.11
C 5.65 -1.44 1.75 -0.06
C 5.61 -1.88 0.43 -0.05
C 4.47 -1.69 -0.33 -0.11
C 3.33 -1.05 0.18 -0.35
P 1.91 -0.83 -1.00 0.86
C 2.03 -2.45 -1.82 -0.37
C 2.16 -2.58 -3.20 -0.08
C 2.37 -3.83 -3.77 -0.06
C 2.48 -4.95 -2.97 -0.08
C 2.35 -4.83 -1.59 -0.08
C 2.10 -3.60 -1.02 -0.11
C 2.61 0.32 -2.25 -0.28
C 3.96 0.69 -2.23 -0.10
C 4.51 1.56 -3.15 -0.08
C 3.67 2.18 -4.06 -0.07
C 2.31 1.94 -4.01 -0.07
C 1.79 0.86 -3.27 -0.29
H 4.52 -0.50 3.32 0.11
H 6.53 -1.57 2.35 0.11
H 6.47 -2.37 -0.01 0.11
H 4.46 -2.04 -1.35 0.12
H 2.15 -1.70 -3.82 0.09
H 2.48 -3.91 -4.84 0.11
H 2.68 -5.92 -3.41 0.11
H 2.43 -5.71 -0.95 0.11
H 1.99 -3.51 0.06 0.12
H 4.61 0.29 -1.46 0.09
H 5.58 1.77 -3.13 0.11
H 4.06 2.93 -4.74 0.12
H 1.70 2.31 -4.82 0.10
H 0.14 -0.22 -2.82 0.06
C -2.91 5.77 1.84 -0.07
C -3.16 4.44 2.11 -0.08
C -2.28 3.45 1.65 -0.12
C -1.15 3.78 0.92 -0.36
C -0.91 5.14 0.66 -0.14
C -1.78 6.12 1.12 -0.06
Sb 0.33 2.45 0.11 1.49
C 2.05 3.27 1.06 -0.39
C 1.96 4.18 2.11 -0.12
C 3.12 4.64 2.73 -0.07
C 4.36 4.20 2.30 -0.08
C 4.45 3.28 1.26 -0.07
C 3.30 2.81 0.65 -0.16
C 0.38 3.54 -1.72 -0.37
C -0.82 3.94 -2.30 -0.15
C -0.83 4.85 -3.34 -0.08
C 0.37 5.41 -3.78 -0.07
C 1.57 5.00 -3.22 -0.08
C 1.58 3.98 -2.27 -0.14
H -3.58 6.53 2.20 0.11
H -4.04 4.15 2.67 0.11
H -2.55 2.43 1.89 0.07
H -0.04 5.44 0.08 0.11
H -1.57 7.16 0.90 0.11
H 1.00 4.53 2.46 0.09
H 3.05 5.35 3.54 0.11
H 5.26 4.57 2.77 0.11
H 5.42 2.93 0.92 0.11
H 3.38 2.09 -0.16 0.07
H -1.77 3.58 -1.90 0.10
H -1.77 5.15 -3.79 0.11
H 0.36 6.19 -4.54 0.11
H 2.50 5.42 -3.57 0.11
H 2.50 3.82 -1.72 0.10
C -1.10 -0.87 -4.76 -0.03
C -0.09 0.26 -4.87 -0.57
C 0.95 -0.15 -5.92 -0.02
C -0.82 1.54 -5.30 -0.03
N 0.50 0.44 -3.51 0.09
H -1.60 -1.01 -5.72 0.10
H -1.86 -0.64 -4.01 0.06
H -0.60 -1.80 -4.49 0.07
H 0.50 -0.07 -6.91 0.10
H 1.26 -1.18 -5.78 0.07
H 1.84 0.48 -5.92 0.07
H -1.47 1.33 -6.15 0.09
H -0.14 2.34 -5.59 0.07
H -1.44 1.91 -4.48 0.07
```

As for the charge: +1. As for the frontier orbital gap: 7.88 eV. The value obtained for the LUMO energy is -2.0 eV. For the relative energy (zero: lowest compared OMol25 entry of this formula, charge and spin), the calculation gives 12.2 kcal/mol. Its total energy is -104476.358 eV.

No. 2
This record from the Open Molecules 2025 dataset describes one molecule with the formula C5H10O at a distorted geometry. The level of theory is wB97M-V/def2-TZVPD.

Structure (XYZ):
```
16
Properties=species:S:1:pos:R:3:lowdin_charge:R:1
O 2.01 1.34 0.57 -0.07
C 0.85 1.23 -0.23 -0.24
C -0.49 0.53 0.67 -0.16
C -0.77 -1.00 0.73 -0.21
C -0.67 -1.24 -0.76 -0.19
C 0.49 -0.17 -1.09 -0.12
H 1.74 1.75 1.42 0.09
H 0.39 2.23 -0.29 0.13
H -0.20 0.97 1.59 0.07
H -1.38 0.99 0.22 0.11
H -1.74 -1.26 1.21 0.11
H 0.01 -1.54 1.28 0.11
H -0.39 -2.27 -1.07 0.11
H -1.63 -1.02 -1.26 0.10
H 1.40 -0.69 -0.88 0.10
H 0.37 0.16 -2.10 0.08
```

As for the SMILES: OC1CCCC1. As for the frontier orbital gap: 9.43 eV. The value obtained for the LUMO energy is 1.0 eV. For the relative energy (zero: lowest compared OMol25 entry of this formula, charge and spin), the calculation gives 84.3 kcal/mol. Its total energy is -7391.109 eV.